Below is a 3-piece molecular cluster, C4H11O4 overall, with properties calculated with the ωB97M-V functional and the def2-TZVPD basis.

Its LUMO energy is 0.128 Ha. The maximum force comes out at 1.674 eV Å⁻¹. The gap between HOMO and LUMO is 6.93 eV. Its total charge is -1. Its energy is -459.966498 Eh. For the HOMO energy, the calculation gives -3.5 eV.

Atoms and positions in Å:
H -3.4485 0.4135 -0.8968
C 0.5444 1.0475 0.2745
O -3.5666 1.2838 -1.2927
H -2.8443 1.8182 -0.9438
H 2.5004 0.4959 -0.5670
C 1.5705 -1.2549 0.1692
H 2.0383 2.6474 0.2049
O 0.2740 3.3413 0.9242
H -0.2199 -3.3811 0.0012
H -0.4585 1.0941 -0.0800
O 0.3873 -1.8695 0.2859
C 0.9760 2.4643 0.4973
H 1.9662 -0.9492 1.1471
H -1.5566 -4.0333 -0.4687
C 1.4716 0.1640 -0.5380
O -0.7868 -4.2025 0.0883
H 1.0524 -0.0480 -1.5240
H 0.3717 0.5275 1.2251
H 2.3820 -1.7955 -0.3760